Record 1
Computed, not measured: a single C3H5N3OS molecule at a distorted geometry, with the ωB97M-V functional and the def2-TZVPD basis.

Geometry as XYZ:
```
13
Properties=species:S:1:pos:R:3:mulliken_spin:R:1
S 0.6259 -1.6359 -2.1250 0.089
O -1.9773 -1.0150 -2.1971 0.144
N -0.7073 -0.0172 -0.5650 0.202
N 0.5017 -0.0217 0.0228 0.601
N 2.7142 -0.6972 -0.5493 0.265
C -1.7778 0.6699 0.0976 -0.004
C 1.3468 -0.7182 -0.6688 0.677
C -0.8986 -0.8294 -1.6725 0.034
H 3.2156 -1.3211 -1.1012 -0.010
H -2.8038 0.1804 0.0739 0.011
H 3.1994 -0.1944 0.2481 -0.019
H -2.1067 1.5341 -0.5962 0.014
H -1.3316 0.7943 1.0648 -0.003
```

Computed properties:
Expectation value of S² = 2.0104
Multiplicity = 3
E_tot = -20540.43338 eV
HOMO (alpha / beta) = -4.5 / -9.6 eV
F_max = 8.04 eV/Å

Record 2
Computed, not measured: a molecular structure, C14H20Cl30InO3P2 at a distorted geometry, with the ωB97M-V functional and the def2-TZVPD basis.

Geometry as XYZ:
```
70
Properties=species:S:1:pos:R:3:lowdin_charge:R:1
In 2.7848 -1.1348 -0.5302 0.250
Cl -2.0858 5.5129 -0.3457 0.505
Cl -3.3325 2.7084 7.3310 0.502
Cl 0.2169 3.2609 4.6166 0.568
Cl -1.6431 -2.5504 -8.8033 0.519
Cl -3.3315 2.8626 4.4224 0.489
Cl -1.9852 0.9210 -3.4416 0.511
Cl -2.3093 7.8990 -6.3799 0.515
Cl 3.1148 -8.9790 2.4384 0.512
Cl -1.9238 7.3608 -3.5435 0.512
Cl -2.3335 5.0986 5.9997 0.507
Cl -2.0447 2.6018 -0.2576 0.512
Cl -0.3919 1.2556 9.0300 0.514
Cl 2.4061 1.5030 8.2593 0.546
Cl 0.4525 -5.1623 0.5018 0.565
Cl -1.6947 0.6931 -6.3309 0.493
Cl -1.9999 3.9820 -2.8221 0.496
Cl -4.4523 -2.4563 -8.0392 0.514
Cl 0.5351 0.4157 5.1529 0.525
Cl 5.6794 -8.4046 1.1826 0.523
Cl 0.6800 3.8491 8.2500 0.528
Cl 2.3673 1.7694 3.3379 0.558
Cl -6.0865 4.7904 0.2280 0.533
Cl -4.1473 4.8311 2.4008 0.475
Cl -2.2901 -4.1862 0.4052 0.540
Cl 3.4053 -9.2069 -0.4509 0.507
Cl -4.9623 2.2946 1.2235 0.515
Cl -1.3641 -5.7017 2.7138 0.516
Cl -3.1374 -0.0626 -9.0518 0.488
Cl 0.5794 1.4954 -4.6974 0.553
Cl -1.5256 5.2366 -5.4961 0.514
P 4.8799 -4.3223 -0.7894 0.392
P 3.7691 -2.9024 -2.0849 0.471
O 6.0289 -3.5197 -0.0227 -0.447
O 5.5310 -5.5764 -1.8067 -0.293
O 3.7519 -4.8607 0.4219 -0.341
C 3.9186 -8.3282 0.9996 -1.542
C 5.3574 1.5173 -0.1812 -0.150
C -5.4805 3.9331 1.6553 -1.502
C -3.2238 -1.8296 -9.1518 -1.533
C 1.0353 2.3056 9.0443 -1.510
C -1.2274 -5.4910 0.9597 -1.514
C -2.4865 3.3359 5.9062 -1.582
C -1.1814 1.5718 -4.8804 -1.545
C 1.3770 1.9338 4.7980 -1.512
C -0.4295 -1.4120 -0.6480 -0.279
C 4.2220 0.6608 -0.3071 -0.274
C -2.6015 4.0239 -1.1561 -1.493
C -1.3819 6.9752 -5.1858 -1.508
C 0.7478 -0.3661 -1.1554 -0.393
H -3.6940 4.0076 -1.1840 -0.020
H 3.6291 -7.2802 0.8878 -0.017
H -1.4709 2.6198 -4.9922 -0.084
H -1.4827 2.9038 5.8836 -0.113
H -0.9098 -1.9548 -1.5830 0.064
H 2.8771 -5.0288 -0.0666 -0.014
H -6.2933 3.8569 2.3821 0.021
H 0.5507 0.6411 -0.5530 0.031
H -1.5408 -6.4195 0.4758 0.016
H 0.0321 -2.2440 0.0330 -0.007
H 2.7292 -3.6398 -2.7620 -0.183
H -0.3293 7.2553 -5.2758 0.023
H 5.7820 -6.3987 -1.2813 0.052
H 0.6148 -0.1716 -2.3042 -0.018
H 1.3039 2.5073 10.0844 0.016
H 2.0372 2.1659 5.6376 -0.037
H -1.2506 -0.8634 0.0155 0.065
H -3.5100 -2.1034 -10.1705 0.014
H 2.6673 -1.9299 1.1143 -0.070
H 6.4716 1.9300 -0.0604 0.007
```

Computed properties:
E_tot = -420404.84192 eV
HOMO = -5.1 eV
F_max = 10.84 eV/Å
Charge = -1

Record 3
Computed, not measured: a molecular structure, C24H72O12S3 at a distorted geometry, with the ωB97M-V functional and the def2-TZVPD basis.

Geometry as XYZ:
```
111
Properties=species:S:1:pos:R:3:lowdin_charge:R:1
S 1.2382 -53.8060 -13.2730 0.952
S 5.8941 -57.2929 -15.2755 0.850
S 0.9928 -61.4210 -10.9644 0.996
O -0.3538 -55.7327 -9.1720 -0.105
O 6.7734 -52.0127 -5.9930 -0.067
O 1.4888 -60.8458 -14.6125 -0.202
O 1.9517 -53.1801 -9.7934 -0.211
O 5.5513 -56.0827 -5.0196 -0.135
O 1.9986 -52.8817 -12.3145 -0.503
O 4.7551 -52.2491 -12.2918 -0.075
O 1.0409 -59.5713 -5.8817 -0.133
O 3.5938 -56.9627 -12.1198 -0.024
O 4.9545 -56.9330 -14.1815 -0.538
O 1.3047 -61.3831 -12.4869 -0.515
O 9.1928 -58.8820 -13.0385 -0.028
C 6.4658 -57.8811 -6.5085 -0.096
C 1.9297 -58.3999 -5.7390 -0.300
C 5.3937 -53.3676 -12.6650 -0.310
C 7.0228 -53.0720 -12.8160 -0.024
C 1.8785 -59.9896 -10.3698 -0.243
C 1.8794 -62.7515 -10.2457 -0.266
C 6.3610 -53.1676 -8.1980 -0.070
C 7.4725 -56.7911 -14.7242 -0.288
C 6.0700 -51.9420 -7.2347 -0.287
C 0.2989 -52.6890 -14.4010 -0.193
C 5.6050 -55.9734 -16.4146 -0.266
C -0.1821 -57.0784 -9.8595 -0.186
C 2.9481 -51.1470 -9.3266 -0.087
C 4.0641 -57.5309 -10.8895 -0.262
C 6.4424 -56.4946 -6.0474 -0.345
C 0.3749 -56.6025 -11.2921 -0.071
C 1.8241 -57.5747 -7.0400 -0.112
C 7.8460 -57.5879 -11.4509 -0.076
C 8.9603 -58.7183 -11.7818 -0.424
C 4.6516 -56.6435 -9.8089 -0.066
C 1.8893 -59.5287 -14.0179 -0.285
C 2.1234 -58.6131 -15.2649 -0.089
C 2.2354 -54.6171 -14.4400 -0.256
C 3.0442 -52.5933 -8.9903 -0.295
H 0.7911 -57.3560 -7.3612 0.071
H 7.4575 -56.2159 -5.5935 0.137
H 7.6777 -53.9973 -12.8427 0.043
H 3.5148 -50.8642 -10.1864 0.057
H 3.9162 -53.1457 -9.4210 0.081
H 1.4168 -61.3663 -13.6899 -0.077
H 6.3199 -50.8583 -7.8040 0.158
H 1.7129 -59.2181 -11.0255 -0.012
H 8.2861 -57.0169 -15.5765 0.122
H 4.2582 -55.5359 -9.6541 0.105
H 0.5549 -57.4490 -11.6164 -0.077
H 4.6009 -55.7473 -16.9552 0.103
H 2.9672 -52.8453 -7.9857 0.081
H 5.7197 -56.3690 -9.9850 0.059
H 6.0186 -53.0182 -9.2745 0.086
H 9.7870 -58.5937 -10.8901 0.152
H 1.6300 -62.8048 -9.2514 0.019
H 4.3114 -57.1219 -8.8860 0.052
H 7.6042 -55.6400 -14.4023 0.111
H 7.6312 -57.4457 -10.3065 0.089
H 3.0111 -58.3688 -5.4953 0.087
H 3.0631 -60.1889 -10.2054 0.143
H 5.8735 -55.1713 -15.8931 -0.029
H 5.5976 -53.8266 -7.9969 -0.005
H -0.6913 -53.1961 -14.6280 0.080
H 4.1754 -57.0030 -12.7381 -0.118
H 2.9811 -62.5899 -10.1216 0.087
H 2.9129 -53.9479 -14.7403 0.003
H -0.2755 -55.7154 -11.9178 0.129
H 6.9237 -58.6454 -5.9661 0.041
H 8.6424 -59.6972 -11.2215 0.120
H 7.9242 -57.2520 -13.9429 -0.058
H 2.5292 -56.7018 -6.8810 0.103
H 5.2100 -54.1258 -12.0655 0.051
H 5.0054 -51.6855 -7.2206 0.066
H 3.7894 -52.4491 -12.2432 0.052
H 1.4209 -57.5904 -4.9047 0.162
H 0.3023 -55.2374 -9.6348 0.004
H 1.4611 -59.6479 -9.5404 -0.018
H 1.1620 -58.5672 -15.6815 0.056
H 3.0910 -58.0956 -10.4220 0.114
H 7.3618 -52.6640 -11.8235 0.072
H 0.5019 -57.5898 -9.4200 -0.028
H 6.1962 -52.4563 -5.3958 0.054
H 2.1603 -58.0831 -7.8855 0.010
H 0.8787 -52.5914 -15.3893 0.093
H 8.2884 -56.6991 -11.9099 0.059
H 7.3315 -52.5550 -13.7072 0.046
H 5.3999 -58.4529 -6.6109 0.124
H 6.8508 -57.8515 -11.8158 0.046
H 1.3129 -55.9392 -11.1454 0.081
H 0.7532 -59.1935 -13.4787 0.171
H 6.1271 -55.7033 -6.7309 0.088
H 2.8379 -55.2427 -13.9639 -0.030
H 1.1473 -60.0542 -4.9661 0.129
H 2.0655 -50.6290 -9.2866 0.037
H 7.2455 -53.6683 -8.0064 0.045
H -1.1773 -57.7486 -10.0526 0.168
H 1.5258 -63.7031 -10.5766 0.058
H 2.0607 -53.0639 -10.9071 0.048
H 6.2622 -56.2028 -17.3868 0.109
H 4.9733 -53.5511 -13.5948 0.069
H 6.9057 -57.9748 -7.4927 0.060
H 2.9680 -59.0071 -15.7784 0.070
H 2.1157 -57.7644 -14.7347 -0.010
H 1.8582 -55.2372 -15.3925 0.156
H 5.7417 -55.1068 -4.7532 0.126
H -0.1685 -51.9743 -13.9032 -0.012
H 4.7333 -58.1665 -10.9160 0.008
H 8.6154 -59.5266 -13.4438 0.118
H 3.4663 -50.5062 -8.4261 0.114
H 2.8551 -59.5207 -13.3760 0.122
```

Computed properties:
E_tot = -83108.77385 eV
HOMO = -8.3 eV
F_max = 11.08 eV/Å

Record 4
Computed, not measured: 3 unconnected molecules or ions with the total composition C2H8N5 at a distorted geometry, with the ωB97M-V functional and the def2-TZVPD basis.

Geometry as XYZ:
```
15
Properties=species:S:1:pos:R:3:nbo_charge:R:1
N 0.6065 0.3663 0.5229 -0.006
N 2.7325 -0.3247 -0.0711 -0.086
N -0.3149 1.3755 -0.8999 -0.900
N 0.6249 -0.8462 0.1211 -0.108
N 1.9525 -1.2435 -0.1651 0.013
C 1.9984 0.8188 0.4429 -0.228
C -0.8674 -2.3107 0.1901 -0.138
H 0.1265 2.1455 -1.3697 0.397
H -0.7542 0.7792 -1.5829 0.379
H -1.3337 -1.8239 1.0579 0.247
H 2.3382 1.2400 1.5209 0.304
H 2.1480 1.7506 -0.1276 0.276
H -1.2910 1.5866 -0.6357 0.399
H -1.3317 -2.1188 -0.8568 0.230
H -0.2851 -3.1453 0.1212 0.219
```

Computed properties:
E_tot = -9640.81937 eV
HOMO (alpha / beta) = -14.0 / -14.0 eV
F_max = 5.92 eV/Å
Charge = +1

Record 5
Computed, not measured: a molecular structure, C2H2CoO2 at a distorted geometry, with the ωB97M-V functional and the def2-TZVPD basis.

Geometry as XYZ:
```
7
Properties=species:S:1:pos:R:3:mulliken_spin:R:1
Co 2.1271 4.4749 -0.6776 3.693
O 1.2043 2.4193 -1.1048 0.119
O 0.4307 3.6404 -0.9023 0.107
C 2.7430 2.5019 0.9488 0.080
C 1.9976 1.6377 0.3494 0.024
H 3.7313 2.3357 1.3726 -0.024
H 1.9990 0.5736 0.0329 0.001
```

Computed properties:
Expectation value of S² = 6.0088
Multiplicity = 5
E_tot = -43820.86819 eV
HOMO (alpha / beta) = -1.9 / -3.5 eV
F_max = 2.19 eV/Å
Charge = -1